# 1
{"formula": "C3H4CuLi2O2", "method": "ωB97M-V with the def2-TZVPD basis set", "elements": ["O", "C", "C", "O", "C", "Li", "H", "H", "H", "H", "Li", "Cu"], "xyz": [[0.83382, -0.09534, 0.55296], [1.61962, 0.03508, -0.53828], [-0.41375, -0.90646, 0.35112], [2.54795, 0.85498, -0.34924], [-1.45169, 0.12178, -0.06014], [3.91464, -0.08328, -1.09755], [-0.69988, -1.33609, 1.32163], [-0.09597, -1.89242, -0.00878], [-1.75884, 0.15333, 0.98912], [-2.11478, 0.93956, -0.40544], [-1.25256, -0.09319, -2.16070], [-1.12856, 2.30206, 1.40529]], "forces_ev_per_angstrom": [[-0.265, -0.980, 0.586], [-0.280, -0.199, -0.405], [2.427, 0.702, 0.250], [0.394, -0.307, 0.005], [-1.323, 0.779, 3.270], [-0.527, 0.281, 0.106], [0.102, 1.016, 0.165], [-0.299, 0.581, -1.982], [-1.763, 0.310, -0.113], [0.746, -0.924, -1.556], [0.366, -0.064, 0.567], [0.422, -1.195, -0.893]], "homo_energy_ha": [-0.382, -0.382], "e_lumo_ev": [-4.580, -4.580], "spin_multiplicity": 1, "total_charge": 1, "orbital_gap_ha": [0.2134, 0.2134], "e_above_lowest_kj_mol": 86.3}

# 2
{"formula": "C3H4CuMgO3", "method": "ωB97M-V with the def2-TZVPD basis set", "elements": ["O", "C", "C", "O", "C", "O", "Cu", "Mg", "H", "H", "H", "H"], "xyz": [[1.57796, 0.29499, -0.13879], [0.71750, -0.79444, -0.43476], [-0.47660, -0.82894, 0.47448], [-2.75188, 0.42969, -0.00597], [-2.37098, 1.54798, -0.09681], [-1.35723, 2.17117, -0.04579], [3.78627, -0.14299, -0.12432], [0.65225, 1.90406, 0.21539], [1.26642, -1.74698, -0.30325], [0.38872, -0.75251, -1.48595], [-0.35589, -0.34186, 1.45119], [-1.07655, -1.74018, 0.49457]], "forces_ev_per_angstrom": [[1.482, 1.117, 0.247], [-0.817, -0.660, 0.036], [0.908, -0.392, 0.288], [-1.408, 3.679, -0.658], [1.724, -6.124, 0.994], [0.201, 2.485, -0.263], [-1.049, 0.042, -0.083], [-0.733, -0.558, -0.254], [-0.167, 0.225, -0.074], [0.181, -0.142, 0.138], [-0.162, -0.122, -0.160], [-0.160, 0.450, -0.211]], "homo_energy_ha": [-0.602, -0.689], "e_lumo_ev": [-9.958, -10.108], "spin_multiplicity": 2, "total_charge": 2, "orbital_gap_ha": [0.2359, 0.3172], "e_above_lowest_kj_mol": 43.3}

Copy entry 2 word for word.
{"formula": "C3H4CuMgO3", "method": "ωB97M-V with the def2-TZVPD basis set", "elements": ["O", "C", "C", "O", "C", "O", "Cu", "Mg", "H", "H", "H", "H"], "xyz": [[1.57796, 0.29499, -0.13879], [0.71750, -0.79444, -0.43476], [-0.47660, -0.82894, 0.47448], [-2.75188, 0.42969, -0.00597], [-2.37098, 1.54798, -0.09681], [-1.35723, 2.17117, -0.04579], [3.78627, -0.14299, -0.12432], [0.65225, 1.90406, 0.21539], [1.26642, -1.74698, -0.30325], [0.38872, -0.75251, -1.48595], [-0.35589, -0.34186, 1.45119], [-1.07655, -1.74018, 0.49457]], "forces_ev_per_angstrom": [[1.482, 1.117, 0.247], [-0.817, -0.660, 0.036], [0.908, -0.392, 0.288], [-1.408, 3.679, -0.658], [1.724, -6.124, 0.994], [0.201, 2.485, -0.263], [-1.049, 0.042, -0.083], [-0.733, -0.558, -0.254], [-0.167, 0.225, -0.074], [0.181, -0.142, 0.138], [-0.162, -0.122, -0.160], [-0.160, 0.450, -0.211]], "homo_energy_ha": [-0.602, -0.689], "e_lumo_ev": [-9.958, -10.108], "spin_multiplicity": 2, "total_charge": 2, "orbital_gap_ha": [0.2359, 0.3172], "e_above_lowest_kj_mol": 43.3}

Please write out number 1 again, unchanged.
{"formula": "C3H4CuLi2O2", "method": "ωB97M-V with the def2-TZVPD basis set", "elements": ["O", "C", "C", "O", "C", "Li", "H", "H", "H", "H", "Li", "Cu"], "xyz": [[0.83382, -0.09534, 0.55296], [1.61962, 0.03508, -0.53828], [-0.41375, -0.90646, 0.35112], [2.54795, 0.85498, -0.34924], [-1.45169, 0.12178, -0.06014], [3.91464, -0.08328, -1.09755], [-0.69988, -1.33609, 1.32163], [-0.09597, -1.89242, -0.00878], [-1.75884, 0.15333, 0.98912], [-2.11478, 0.93956, -0.40544], [-1.25256, -0.09319, -2.16070], [-1.12856, 2.30206, 1.40529]], "forces_ev_per_angstrom": [[-0.265, -0.980, 0.586], [-0.280, -0.199, -0.405], [2.427, 0.702, 0.250], [0.394, -0.307, 0.005], [-1.323, 0.779, 3.270], [-0.527, 0.281, 0.106], [0.102, 1.016, 0.165], [-0.299, 0.581, -1.982], [-1.763, 0.310, -0.113], [0.746, -0.924, -1.556], [0.366, -0.064, 0.567], [0.422, -1.195, -0.893]], "homo_energy_ha": [-0.382, -0.382], "e_lumo_ev": [-4.580, -4.580], "spin_multiplicity": 1, "total_charge": 1, "orbital_gap_ha": [0.2134, 0.2134], "e_above_lowest_kj_mol": 86.3}